[1]
This record from the OMol25 dataset describes a molecular structure, C47H52BiI2N10O4S2Se. The level of theory is ωB97M-V with the def2-TZVPD basis set.

Structure (ORCA input):
```
! wB97M-V def2-TZVPD RIJCOSX def2/J DEFGRID3
* xyz -1 1
Bi 0.1961 -1.9450 0.5795
N 2.0141 -3.6669 -1.7623
C 1.5034 -2.9944 -0.9756
I -1.8614 -3.9965 -0.0054
I -3.5729 -5.7904 -1.1959
O 3.4667 -4.7301 2.1749
C 3.5312 -4.1038 3.3596
C 4.7330 -4.1686 4.0704
C 4.8590 -3.5245 5.2850
C 3.7919 -2.8033 5.8219
C 2.6071 -2.7415 5.1155
C 2.4509 -3.3875 3.8927
C 1.1787 -3.2154 3.1344
O 0.2458 -2.5593 3.6147
O 1.1052 -3.7622 1.9734
H 2.5728 -4.5042 1.8024
H 5.5550 -4.7190 3.6325
H 5.7976 -3.5751 5.8231
H 3.8960 -2.2965 6.7698
H 1.7572 -2.1857 5.4910
N 0.3945 0.0007 -0.3690
C 0.4796 0.9786 0.4323
C 0.3036 0.8675 1.9225
C 0.0839 2.1535 2.6326
C 0.4147 3.3185 2.0773
C 0.8980 3.3779 0.6886
C 0.9096 2.2967 -0.0948
H -0.5178 0.1721 2.1326
H -0.2937 2.1169 3.6482
H 0.2998 4.2428 2.6311
H 1.2326 4.3317 0.2985
H 1.2198 2.3230 -1.1308
C 1.3548 1.5571 -4.8210
N 1.3898 0.1134 -4.6972
C 2.1244 -0.5930 -3.7855
Se 3.2324 0.0449 -2.4853
N 1.8504 -1.9044 -4.0288
C 0.9367 -2.0423 -5.0549
C 0.3486 -3.1444 -5.6446
C -0.5241 -2.9093 -6.7023
C -0.8007 -1.6137 -7.1446
C -0.2179 -0.5057 -6.5364
C 0.6510 -0.7484 -5.4890
H 2.1124 1.9599 -4.1522
H 0.3734 1.9359 -4.5278
H 1.5855 1.8376 -5.8498
H 2.1507 -2.6264 -3.3742
H 0.5521 -4.1449 -5.2885
H -1.0027 -3.7494 -7.1876
H -1.4840 -1.4663 -7.9702
H -0.4374 0.5016 -6.8629
C -5.9575 1.5574 -4.4044
C -5.0208 1.5551 -3.2079
N -3.8174 2.3556 -3.3985
C -3.9396 3.8059 -3.3459
C -3.8182 4.4739 -4.7063
C -2.5678 1.8461 -3.5671
O -1.5943 2.5792 -3.6515
C -2.4151 0.3553 -3.5834
C -2.9513 -0.4468 -4.5774
C -2.7457 -1.8117 -4.5104
C -2.0288 -2.3125 -3.4346
N -1.4989 -1.5500 -2.4856
C -1.6677 -0.2323 -2.5722
H -6.8059 0.8972 -4.2228
H -5.4444 1.2152 -5.3033
H -6.3481 2.5569 -4.6045
H -4.7227 0.5408 -2.9551
H -5.5431 1.9550 -2.3331
H -3.1670 4.1875 -2.6776
H -4.9121 4.0235 -2.8988
H -2.8236 4.3073 -5.1181
H -3.9765 5.5494 -4.6148
H -4.5574 4.0812 -5.4057
H -3.5057 -0.0146 -5.4012
H -3.1300 -2.4760 -5.2708
H -1.8846 -3.3816 -3.3181
H -1.2098 0.3734 -1.7954
S 5.2535 1.9756 2.5321
C 3.9129 0.8479 2.1965
C 4.1228 -0.2195 1.2415
C 3.1113 -1.0914 1.0563
N 1.9125 -1.0503 1.7175
C 1.5769 0.0885 2.5518
C 2.7435 0.9933 2.8214
C 6.0634 1.1702 3.8997
C 7.3495 0.6728 3.7583
C 7.9759 0.1000 4.8558
N 7.4205 -0.0025 6.0604
C 6.1798 0.4739 6.1786
C 5.4688 1.0577 5.1469
H 5.0655 -0.3477 0.7355
H 3.2446 -1.9230 0.3784
H 1.1624 -0.2892 3.4930
H 2.5904 1.8109 3.5163
H 7.8515 0.7216 2.8016
H 8.9783 -0.2993 4.7538
H 5.7275 0.3890 7.1595
H 4.4616 1.4193 5.3091
C -4.3441 0.4666 4.5355
N -3.3454 0.0047 3.5795
C -2.8498 -1.3450 3.8452
C -3.3242 0.4842 2.3032
S -3.0257 -0.5242 0.9899
N -3.5633 1.8146 2.1635
C -3.6658 2.3859 0.8331
C -3.1737 2.7941 3.1728
H -4.9935 -0.3736 4.7953
H -4.9599 1.2456 4.0981
H -3.8925 0.8450 5.4550
H -2.8287 -1.4709 4.9266
H -1.8407 -1.4882 3.4661
H -3.4968 -2.1013 3.3948
H -4.1550 1.6842 0.1611
H -2.6758 2.6195 0.4291
H -4.2505 3.3030 0.9053
H -2.6770 2.3078 4.0049
H -4.0348 3.3522 3.5493
H -2.4698 3.4953 2.7239
*
```

The energy above the lowest of the compared OMol25 structures with the same formula, charge and spin is 41.98 kcal per mole. The value obtained for the frontier orbital gap is 5.035 eV. Its total energy is -181734.5170 eV. The highest occupied orbital energy is -4.43 eV.

***

[2]
This record from the OMol25 dataset describes 9 unconnected molecules or ions with the total composition C28H26Cl8O17. The level of theory is ωB97M-V with the def2-TZVPD basis set.

Structure (ORCA input):
```
! wB97M-V def2-TZVPD RIJCOSX def2/J DEFGRID3
* xyz 0 1
O -0.7620 -1.1600 -6.2065
C 0.0008 -1.5426 -5.3488
C 0.5775 -2.8780 -5.2981
C 1.3064 -3.3083 -4.2666
O 1.8822 -4.4890 -4.2419
C 1.6961 -2.3769 -3.1291
O 2.4007 -2.8086 -2.2478
C 1.0787 -1.0677 -3.1704
C 0.3711 -0.6293 -4.2134
O -0.0460 0.6225 -4.3375
H 0.3146 -3.5772 -6.0839
H 2.3689 -4.5879 -3.4058
H 1.2812 -0.3487 -2.3861
H -0.6445 0.6190 -5.1107
O 3.2814 1.2914 -0.7413
C 3.0978 2.1721 -1.5531
C 1.8956 2.9588 -1.7039
C 1.8240 4.0312 -2.5076
O 0.7254 4.7720 -2.6392
C 2.9740 4.4319 -3.3937
O 2.9669 5.4578 -4.0264
C 4.1401 3.5534 -3.3635
C 4.2308 2.5470 -2.4929
O 5.3348 1.8326 -2.3085
H 1.0474 2.7571 -1.0528
H 0.0736 4.4847 -1.9867
H 4.9710 3.7208 -4.0348
H 5.1330 1.1927 -1.5924
O -0.7934 -1.2118 4.0112
C -1.3931 -1.6852 4.9481
C -2.8468 -1.8827 4.9176
C -3.4752 -2.4538 5.9471
O -4.8104 -2.5858 5.9851
C -2.7516 -2.9458 7.1682
O -3.3689 -3.4284 8.0940
C -1.3192 -2.6473 7.2340
C -0.6806 -2.0457 6.2275
O 0.6249 -1.8249 6.2419
H -3.3469 -1.5616 4.0148
H -5.0308 -3.1883 6.7142
H -0.8426 -2.8733 8.1785
H 0.8851 -1.3908 5.4046
O -5.4627 4.2499 -0.7164
C -5.1399 3.2232 -1.2569
C -5.6691 2.7211 -2.5134
C -5.3631 1.5016 -2.9732
O -6.0220 0.9616 -3.9997
C -4.2673 0.6648 -2.3665
O -4.0052 -0.4125 -2.8488
C -3.6106 1.2278 -1.1947
C -4.1059 2.3251 -0.6186
O -3.5719 2.8099 0.5111
H -6.4213 3.2812 -3.0580
H -5.8919 0.0002 -3.9731
H -2.7609 0.7432 -0.7317
H -4.1875 3.4754 0.8615
Cl -0.3686 -0.1065 -0.1487
C 0.7837 -0.2552 1.1660
Cl 1.7986 -1.7125 0.9765
H 1.5150 0.5404 1.0679
H 0.3516 -0.2592 2.1604
Cl 4.9630 -1.7624 1.9178
C 5.0511 -1.2317 0.2369
Cl 6.2466 0.0587 0.0058
H 5.3006 -2.0753 -0.3913
H 4.0858 -0.8062 0.0009
Cl -1.7562 -2.9943 -2.2285
C -2.0162 -3.0897 -0.4790
Cl -3.1926 -4.3194 -0.0365
H -1.0697 -3.2497 0.0251
H -2.3913 -2.1152 -0.1902
Cl 1.7352 2.1553 4.3641
C 2.9693 2.9261 3.3545
Cl 3.8998 1.6954 2.4406
H 2.4423 3.4790 2.5906
H 3.6675 3.4693 3.9724
O 2.3456 -1.0466 4.1144
H 2.9446 -1.7676 3.8972
H 2.8014 -0.2505 3.8182
*
```

The SMILES is O=C1C=C(O)C(=O)C=C1O.O=C1C=C(O)C(=O)C=C1O.O=C1C=C(O)C(=O)C=C1O.O=C1C=C(O)C(=O)C=C1O.ClCCl.ClCCl.ClCCl.ClCCl.O. The energy above the lowest of the compared OMol25 structures with the same formula, charge and spin is 0.00 kcal per mole. The value obtained for the frontier orbital gap is 7.905 eV. Its total energy is -164442.2838 eV. The highest occupied orbital energy is -9.56 eV.

***

[3]
This record from the OMol25 dataset describes 2 unconnected molecules or ions with the total composition C17H32BF2NO6. The level of theory is ωB97M-V with the def2-TZVPD basis set.

Structure (ORCA input):
```
! wB97M-V def2-TZVPD RIJCOSX def2/J DEFGRID3
* xyz 0 1
C 4.1322 0.2828 0.3640
O 4.5911 1.5652 0.7674
C 3.5919 2.2795 1.4138
C 2.3896 2.6074 0.4950
C 1.2796 1.6302 0.8709
C 0.2086 1.2657 -0.1669
C -0.0416 2.1341 -1.3833
C -1.0995 3.2554 -1.1857
C -1.8566 3.2283 0.1470
C -3.2091 2.5079 0.1003
C -3.0292 0.9833 0.1654
C -2.7639 0.5418 1.6264
C -1.7599 -0.5904 1.7977
N -1.9686 -1.7506 0.8460
C -0.7144 -2.1432 0.1196
C -0.9540 -3.4790 -0.5397
C -2.1257 -3.5689 -1.4333
O -0.8069 -3.5283 -1.8962
H 5.0198 -0.3036 0.1473
H 3.5887 -0.2322 1.1510
H 3.5395 0.3328 -0.5458
H 3.1909 1.6795 2.2391
H 3.9944 3.1808 1.8648
H 2.0615 3.6298 0.6650
H 2.7459 2.4656 -0.5196
H 0.8178 1.9923 1.7937
H 1.7602 0.6978 1.1487
H 0.4902 0.2798 -0.5321
H -0.7140 1.1119 0.3717
H -0.4181 1.4730 -2.1624
H 0.8542 2.5580 -1.8203
H -0.6655 4.2389 -1.3346
H -1.8351 3.1608 -1.9818
H -1.2863 2.8270 0.9817
H -2.0867 4.2588 0.4104
H -3.8196 2.8293 -0.7380
H -3.7404 2.8167 1.0014
H -2.2420 0.6548 -0.5079
H -3.9560 0.5053 -0.1621
H -3.7058 0.2684 2.0905
H -2.3517 1.3923 2.1590
H -0.7284 -0.2732 1.7308
H -1.8806 -0.9908 2.7997
H -2.7414 -1.5981 0.1990
H -2.2143 -2.5697 1.4025
H 0.0964 -2.3114 0.8210
H -0.4711 -1.4566 -0.6817
H -0.7059 -4.3482 0.0389
H -2.5462 -4.5616 -1.3971
H -2.6853 -2.6799 -1.6789
B 2.1403 -3.4802 -2.3629
O 1.7847 -4.3592 -1.1946
C 1.5559 -3.6141 -0.1426
O 1.2317 -3.9976 0.9558
C 1.7455 -2.1454 -0.5381
O 1.6090 -1.1947 0.2024
O 2.0692 -2.0810 -1.7994
F 1.2196 -3.6270 -3.3781
F 3.4150 -3.7506 -2.8049
*
```

The energy above the lowest of the compared OMol25 structures with the same formula, charge and spin is 0.00 kcal per mole. The value obtained for the frontier orbital gap is 8.706 eV. Its total energy is -38035.7607 eV. The highest occupied orbital energy is -9.32 eV.

***

Number 1: E_LUMO 0.6 eV. Number 2: E_LUMO -1.7 eV. Number 3: E_LUMO -0.6 eV.